(1)
Below is a cluster of 2 separate species, C25H33F4Si in total in a non-equilibrium geometry, with properties calculated with the ωB97M-V functional and the def2-TZVPD basis.

```
! wB97M-V def2-TZVPD RIJCOSX def2/J DEFGRID3
* xyz 1 1
C 4.01 1.83 -2.49
C 2.55 1.42 -2.34
C 1.78 2.50 -1.60
Si 2.32 -0.37 -1.66
C 1.55 -1.51 -3.00
C 1.22 -0.81 -4.31
C 0.36 -2.34 -2.54
C 4.03 -1.08 -1.13
C 4.46 -2.33 -1.89
C 4.18 -1.31 0.36
C 1.20 -0.35 -0.13
C -0.19 0.16 -0.25
C -1.26 -0.60 -0.21
H 4.09 2.81 -2.97
H 4.49 1.92 -1.51
H 4.58 1.13 -3.09
H 2.12 1.31 -3.34
H 2.01 3.49 -2.00
H 0.70 2.37 -1.69
H 2.04 2.51 -0.54
H 2.39 -2.19 -3.18
H 0.82 -1.51 -5.04
H 0.47 -0.04 -4.16
H 2.10 -0.34 -4.76
H 0.13 -3.13 -3.25
H 0.54 -2.80 -1.57
H -0.53 -1.72 -2.46
H 4.69 -0.26 -1.42
H 5.46 -2.64 -1.59
H 3.79 -3.16 -1.69
H 4.48 -2.16 -2.97
H 5.19 -1.64 0.61
H 3.98 -0.40 0.94
H 3.49 -2.08 0.71
H 1.20 -1.38 0.23
H 1.76 0.25 0.60
H -0.32 1.23 -0.34
H -2.25 -0.19 -0.28
H -1.19 -1.66 -0.09
F -4.75 4.59 2.16
C -3.63 3.85 2.29
C -2.39 4.45 2.25
C -1.24 3.70 2.37
F -0.02 4.29 2.31
C -1.33 2.34 2.56
C -2.58 1.68 2.62
C -2.56 0.27 2.81
C -3.56 -0.72 2.94
C -3.14 -2.06 3.06
C -4.03 -3.09 3.19
F -3.58 -4.36 3.31
C -5.39 -2.83 3.20
C -5.85 -1.54 3.08
F -7.18 -1.29 3.09
C -4.96 -0.49 2.96
C -3.72 2.49 2.47
H -2.31 5.52 2.10
H -0.42 1.78 2.65
H -1.56 -0.13 2.85
H -2.09 -2.29 3.06
H -6.08 -3.65 3.29
H -5.37 0.49 2.91
H -4.71 2.07 2.46
*
```

Summary:
* ΔE to the lowest compared entry with this formula, charge and spin: 0.0 kJ/mol
* HOMO energy: -11.35 eV

Atomic partial charges in e from the Löwdin method, atoms 1 to 5: -0.129, -0.441, -0.126, 0.767, -0.444

(2)
Below is a structure of composition C25H33FeN6O5PTe, with properties calculated with the ωB97M-V functional and the def2-TZVPD basis.

```
! wB97M-V def2-TZVPD RIJCOSX def2/J DEFGRID3
* xyz 1 2
Fe 0.15 -0.26 -0.83
O -0.97 6.29 0.30
C 0.17 5.79 0.26
O 1.29 6.19 0.59
C 0.17 4.32 -0.25
C -1.02 3.66 -0.50
C -0.99 2.31 -0.77
N 0.18 1.65 -0.82
C 1.34 2.28 -0.62
C 1.37 3.63 -0.35
C 2.49 1.34 -0.61
C 3.80 1.75 -0.46
C 4.80 0.79 -0.41
C 4.45 -0.55 -0.51
C 3.12 -0.88 -0.66
N 2.15 0.04 -0.72
C -2.15 1.41 -0.95
C -3.46 1.85 -1.06
C -4.47 0.92 -1.21
C -4.15 -0.43 -1.24
C -2.83 -0.80 -1.13
N -1.84 0.09 -1.00
H -1.93 4.25 -0.40
H 2.27 4.19 -0.12
H 4.04 2.80 -0.39
H 5.83 1.08 -0.29
H 5.20 -1.33 -0.47
H 2.80 -1.91 -0.74
H -3.67 2.91 -1.02
H -5.50 1.25 -1.30
H -4.92 -1.18 -1.35
H -2.53 -1.84 -1.13
C 0.43 -1.05 -3.26
N -0.26 -2.31 -3.16
C -1.45 -2.42 -4.02
C -0.24 -2.95 -1.94
N 0.09 -2.26 -0.88
N -0.59 -4.26 -1.92
C -0.80 -4.91 -0.64
C -0.32 -5.15 -3.04
H 0.44 -0.72 -4.29
H 1.47 -1.14 -2.93
H -0.09 -0.20 -2.74
H -2.11 -1.56 -3.87
H -2.00 -3.32 -3.78
H -1.15 -2.46 -5.06
H 0.25 -2.81 -0.05
H 0.14 -5.19 -0.15
H -1.38 -5.82 -0.80
H -1.37 -4.26 0.03
H 0.11 -4.60 -3.86
H -1.23 -5.65 -3.37
H 0.40 -5.92 -2.73
C 0.73 -1.40 5.79
C -0.14 -0.47 4.99
O 0.14 -0.70 3.58
P -0.52 0.17 2.45
O 0.13 -0.23 1.18
Te -2.94 -0.02 2.57
O -0.41 1.69 2.84
C 0.87 2.41 2.92
C 0.56 3.88 3.00
H 0.53 -1.26 6.86
H 1.78 -1.21 5.61
H 0.51 -2.44 5.55
H 0.07 0.58 5.22
H -1.20 -0.66 5.16
H 1.44 2.17 2.02
H 1.40 2.04 3.80
H 0.02 4.22 2.12
H 1.49 4.45 3.06
H -0.03 4.11 3.89
*
```

Summary:
* <S²>: 0.7536
* ΔE to the lowest compared entry with this formula, charge and spin: 4.1 kJ/mol
* HOMO energy (alpha / beta): -10.06 / -10.06 eV

Atomic partial charges in e from the Löwdin method, atoms 1 to 5: 0.444, -0.004, -0.705, -0.014, -0.085

(3)
Below is a structure of composition C25H33N4O6PS3W, with properties calculated with the ωB97M-V functional and the def2-TZVPD basis.

```
! wB97M-V def2-TZVPD RIJCOSX def2/J DEFGRID3
* xyz 2 1
W 1.11 0.35 0.26
N -6.14 1.72 -2.23
C -5.04 1.60 -1.45
C -4.11 0.57 -1.68
C -3.00 0.45 -0.89
C -2.79 1.36 0.14
C -3.71 2.40 0.39
C -4.82 2.51 -0.40
S -1.42 1.26 1.14
O -1.68 1.70 2.47
O -0.84 -0.13 0.94
N -0.05 1.96 0.55
C 0.19 3.33 0.81
N -0.84 4.14 0.62
C -0.62 5.43 0.90
C 0.61 5.88 1.33
C 1.60 4.93 1.50
N 1.40 3.64 1.25
H -6.32 1.06 -2.97
H -6.82 2.43 -2.06
H -4.29 -0.15 -2.47
H -2.31 -0.37 -1.06
H -3.54 3.09 1.20
H -5.53 3.30 -0.21
H -1.46 6.10 0.75
H 0.78 6.93 1.55
H 2.59 5.20 1.85
C 6.05 1.86 0.30
O 4.87 2.18 -0.49
C 3.75 1.60 -0.26
S 2.40 1.95 -1.18
S 3.49 0.43 0.97
H 6.84 2.48 -0.10
H 6.29 0.81 0.19
H 5.86 2.11 1.34
C 3.11 -2.97 2.05
O 2.61 -1.82 2.78
P 1.26 -1.12 2.35
O 0.15 -2.21 2.41
C -0.04 -3.18 3.48
O 1.07 0.03 3.40
C 0.88 -0.10 4.83
H 3.96 -3.33 2.61
H 3.43 -2.66 1.06
H 2.35 -3.74 1.98
H -0.35 -4.11 3.01
H -0.84 -2.82 4.13
H 0.88 -3.32 4.04
H -0.14 -0.43 5.02
H 1.04 0.88 5.24
H 1.60 -0.81 5.24
C -0.09 -0.21 -3.31
C 0.61 -1.33 -2.52
C 1.94 -1.70 -3.21
C 0.97 -0.79 -1.18
C -0.32 -2.54 -2.37
C -0.95 -2.85 -1.17
C -1.82 -3.93 -1.09
C -2.07 -4.71 -2.21
C -1.44 -4.41 -3.41
C -0.57 -3.33 -3.49
H -0.99 0.13 -2.79
H -0.38 -0.58 -4.29
H 0.58 0.64 -3.45
H 2.62 -0.85 -3.21
H 1.75 -1.97 -4.25
H 2.42 -2.55 -2.72
H 1.88 -1.27 -0.67
H -0.78 -2.26 -0.29
H -2.31 -4.16 -0.15
H -2.75 -5.55 -2.15
H -1.63 -5.01 -4.29
H -0.10 -3.11 -4.44
*
```

Summary:
* ΔE to the lowest compared entry with this formula, charge and spin: 0.0 kJ/mol
* HOMO energy: -13.18 eV

Atomic partial charges in e from the Löwdin method, atoms 1 to 5: 1.165, 0.162, -0.281, 0.001, -0.053

(4)
Below is an isolated molecule of C25H33N5O5 in a non-equilibrium geometry, with properties calculated with the ωB97M-V functional and the def2-TZVPD basis.

```
! wB97M-V def2-TZVPD RIJCOSX def2/J DEFGRID3
* xyz 0 1
C 3.15 4.90 -3.56
C 2.45 3.66 -3.95
C 1.60 2.83 -3.27
C 1.29 1.82 -4.22
N 0.46 0.73 -4.11
C -0.16 0.28 -2.99
O -0.03 0.80 -1.90
C -1.04 -0.93 -3.24
C -1.76 -1.36 -1.97
C -0.71 -1.85 -0.98
O 0.13 -2.65 -1.34
N -0.74 -1.38 0.30
C -1.64 -0.36 0.79
C -3.05 -0.83 1.20
C -3.52 -2.21 0.72
C -4.26 -2.80 1.92
C -4.21 -1.67 2.96
O -3.09 -0.88 2.62
C 0.28 -1.87 1.22
C 1.31 -0.80 1.60
O 1.97 -0.88 2.62
N 1.45 0.18 0.69
C 2.41 1.25 0.83
C 3.38 1.33 -0.35
C 3.94 2.75 -0.28
C 2.87 3.60 0.42
C 1.74 2.63 0.81
C -0.36 -2.53 2.42
C -0.56 -1.88 3.63
C -1.19 -2.57 4.66
C -1.63 -3.86 4.42
N -1.46 -4.48 3.26
C -0.84 -3.83 2.30
N 1.90 2.06 -5.36
O 2.62 3.19 -5.20
H 2.89 5.70 -4.26
H 2.86 5.19 -2.56
H 4.23 4.76 -3.60
H 1.25 2.90 -2.27
H 0.36 0.21 -4.97
H -1.75 -0.70 -4.04
H -0.40 -1.75 -3.58
H -2.40 -2.21 -2.19
H -2.37 -0.55 -1.58
H -1.19 0.07 1.69
H -1.71 0.45 0.05
H -3.78 -0.07 0.87
H -4.16 -2.12 -0.16
H -2.66 -2.84 0.46
H -3.75 -3.69 2.30
H -5.29 -3.07 1.69
H -5.12 -1.07 2.92
H -4.06 -2.03 3.98
H 0.83 -2.64 0.66
H 0.89 0.19 -0.15
H 2.94 1.09 1.77
H 4.16 0.57 -0.29
H 2.82 1.18 -1.28
H 4.18 3.13 -1.28
H 4.86 2.75 0.30
H 2.49 4.39 -0.23
H 3.28 4.07 1.31
H 1.29 2.89 1.77
H 0.95 2.62 0.06
H -0.20 -0.88 3.79
H -1.34 -2.10 5.62
H -2.14 -4.43 5.19
H -0.71 -4.38 1.38
*
```

Summary:
* ΔE to the lowest compared entry with this formula, charge and spin: 0.0 kJ/mol
* HOMO energy: -8.94 eV

Atomic partial charges in e from the Löwdin method, atoms 1 to 5: 0.002, -0.305, 0.052, -0.298, 0.163